(1)
{
  "formula": "C5H11N3OS3",
  "method": "ωB97M-V/def2-TZVPD",
  "charge": 0,
  "smiles": "[H]/N=C(/C)NOC=S.NCC(=S)S",
  "gap_ev": 8.272,
  "e_homo_ev": -8.31,
  "species": ["N", "C", "H", "H", "S", "N", "C", "S", "H", "H", "H", "H", "H", "H", "C", "N", "S", "C", "H", "O", "C", "H", "H"],
  "positions_angstrom": [[-2.08798, 3.84667, 1.52026], [-0.31336, 2.62276, 2.72247], [-0.36722, 0.34860, 2.61304], [-0.24867, 4.69995, 2.27502], [-1.25587, 1.25763, 2.17869], [1.14792, -2.86458, -1.35699], [0.63485, -3.40903, -3.65997], [1.22008, -0.64065, 1.74640], [1.18095, -3.86769, -1.18626], [-1.73861, 3.95197, 0.57378], [0.34903, -4.44956, -3.46491], [0.06640, -3.04123, -4.51461], [-0.60139, -1.12732, -1.62436], [1.70376, -3.39073, -3.89405], [0.32882, -2.53722, -2.47536], [-0.51072, -1.59295, -2.53039], [1.14497, 2.53663, 3.44225], [1.52959, -1.42941, 0.37982], [-1.45690, 4.22226, 3.46362], [0.65165, -2.29566, -0.16259], [-1.02004, 3.94965, 2.49565], [-2.79947, 4.55122, 1.67237], [2.44221, -1.34130, -0.21387]],
  "mulliken_charge": [-0.541, 0.231, 0.076, 0.307, -0.138, -0.273, -1.056, -0.252, 0.269, 0.191, 0.305, 0.299, 0.280, 0.316, 0.623, -0.668, -0.240, 0.035, 0.302, -0.206, -0.445, 0.222, 0.365]
}



(2)
{
  "formula": "C39H32BrN2OsPS",
  "method": "ωB97M-V/def2-TZVPD",
  "multiplicity": 5,
  "de_lowest_kcal_mol": 0.00,
  "charge": 2,
  "gap_ev": [7.179, 6.046],
  "s2": 6.04,
  "e_homo_ev": [-12.74, -13.96],
  "species": ["C", "H", "C", "C", "C", "H", "H", "H", "H", "N", "C", "C", "C", "C", "H", "C", "H", "H", "C", "H", "C", "P", "C", "H", "C", "C", "C", "H", "C", "Os", "H", "C", "S", "H", "H", "C", "H", "H", "C", "H", "C", "H", "C", "C", "H", "H", "H", "C", "H", "H", "C", "C", "C", "C", "C", "H", "H", "C", "C", "H", "H", "C", "H", "H", "C", "C", "C", "C", "Br", "C", "N", "H", "C", "H", "C", "H", "C"],
  "positions_angstrom": [[-3.35791, 0.92146, 3.87228], [-1.99798, 0.03567, -2.68700], [-2.80190, 1.31493, -0.68524], [-1.55382, -1.29148, -0.15813], [-1.45644, -1.69280, -1.50067], [6.05083, -2.73393, -0.68877], [-5.92839, 1.03262, -1.92365], [-3.93906, 0.98207, 1.81872], [-1.20032, -1.25999, -3.57300], [1.50859, -1.78783, 0.07010], [-1.76689, -3.98902, -0.77856], [-0.76531, 0.45309, 2.92586], [-3.12308, 0.83318, 2.51266], [-1.22507, -0.73006, -2.62419], [-2.48098, 0.83411, 5.82581], [-3.35898, 3.22369, -2.05548], [-0.19923, 0.46483, 4.98925], [1.24964, 1.16549, 2.88201], [-0.00422, 3.24598, 0.85905], [7.30445, 1.24729, -1.59916], [2.15288, 4.34542, -0.50889], [-1.53079, 0.47067, 0.26128], [1.73411, -2.69148, 1.03766], [2.99066, 4.77968, -1.03738], [3.15047, 2.06713, -0.64007], [4.20560, 0.08668, -0.69573], [2.21503, -4.39892, -0.55207], [-3.08646, 4.17168, -2.49283], [5.81043, -1.68735, -0.80638], [1.00407, 0.33655, 0.41424], [-4.35523, 1.12118, 4.23432], [0.66741, 0.32686, 2.47369], [4.69452, 2.60073, -1.07151], [-1.98505, -4.31463, 1.33493], [-5.59396, -0.56418, -0.21805], [-1.02014, 0.54353, 4.29129], [2.04469, -3.74971, -2.60254], [1.62538, -2.35844, 2.05661], [5.23782, 0.96316, -1.05537], [-1.47514, 2.95923, -1.09937], [-4.94788, 1.44934, -1.73366], [-5.32596, 3.18404, -2.91579], [4.52154, -1.26652, -0.55385], [-4.06486, 0.73985, -0.92230], [7.81363, -1.16279, -1.39011], [3.80798, -1.99505, -0.22675], [-4.05285, -0.84489, 0.56844], [-4.60953, 2.66751, -2.29236], [-1.53766, -3.37512, -2.81125], [-0.26881, -0.19224, -2.52326], [-4.51788, -0.58444, -0.37757], [-2.30428, 0.76190, 4.76200], [6.81552, -0.80030, -1.19958], [2.10056, -3.99455, 0.77421], [1.96546, -3.47813, -1.56180], [1.14979, -0.58948, 2.83578], [1.44224, -1.44232, -1.96636], [6.53829, 0.54071, -1.32095], [2.08147, 2.97602, -0.27762], [1.18978, 6.22981, -0.21907], [-1.82994, -1.91518, 1.87902], [1.61708, -2.19214, -1.20497], [-4.30224, -1.39020, -1.08062], [-1.86722, -5.03389, -1.03601], [-2.45923, 2.54167, -1.25717], [1.14199, 5.16558, -0.04522], [-1.74084, -2.24293, 0.85128], [0.98794, 2.37676, 0.37694], [2.68403, -6.14994, -0.97167], [-1.58318, -3.04908, -1.78152], [2.96419, 0.75932, -0.50884], [2.28294, -4.67686, 1.58820], [-1.83324, -3.58860, 0.55051], [-0.69783, 5.25432, 1.05701], [-1.83796, 0.56564, 2.03074], [-0.84006, 2.86163, 1.43644], [0.07683, 4.61346, 0.66197]],
  "mulliken_spin": [-0.001, 0.004, 0.003, 0.088, -0.043, 0.000, 0.001, -0.001, 0.001, 0.021, 0.042, -0.059, 0.004, 0.052, 0.000, 0.006, 0.004, 0.010, 0.054, 0.000, -0.021, 0.245, 0.014, 0.004, 0.058, 0.021, 0.007, 0.000, 0.005, 3.077, 0.000, 0.329, 0.040, 0.000, 0.000, 0.018, -0.001, -0.010, 0.002, -0.011, 0.002, 0.000, -0.016, 0.031, 0.000, -0.005, 0.003, 0.002, 0.001, -0.011, 0.004, 0.008, -0.002, -0.003, -0.004, 0.028, -0.032, 0.004, -0.021, 0.002, 0.000, 0.037, -0.001, -0.002, -0.060, 0.085, 0.049, -0.071, 0.003, -0.011, 0.038, 0.000, -0.012, 0.001, 0.013, 0.001, -0.026]
}



(3)
{
  "formula": "C9H12O",
  "method": "ωB97M-V/def2-TZVPD",
  "multiplicity": 3,
  "de_lowest_kcal_mol": 64.22,
  "charge": 0,
  "gap_ev": [6.038, 7.387],
  "s2": 2.01,
  "e_homo_ev": [-5.07, -9.87],
  "species": ["H", "C", "H", "H", "C", "H", "H", "C", "C", "H", "C", "H", "C", "H", "C", "H", "H", "H", "C", "O", "C", "H"],
  "positions_angstrom": [[1.48154, 4.30068, -1.67080], [-0.43418, -0.76320, 1.67478], [-1.31521, -0.47584, -2.81009], [-1.33526, 0.96412, -0.29649], [-0.54270, 0.20081, -0.69567], [2.24538, 1.24617, 1.33964], [-0.04901, -1.81994, -0.32138], [1.02339, -0.53985, 1.86212], [-0.50126, -0.12251, -2.21362], [-0.02942, 0.75893, -2.77303], [-0.67995, -0.99689, 0.16726], [-1.68595, -1.34282, 0.24325], [0.83751, 0.85859, -0.35083], [1.43100, -1.46487, 1.59699], [0.91056, 2.23393, -0.90495], [0.22335, -0.84618, -2.18119], [1.46058, -0.22601, 2.77935], [-0.72638, -1.80347, 2.05951], [1.09516, 3.39660, -1.29845], [1.98051, 0.05089, -0.35944], [1.47439, 0.52103, 0.90705], [-1.05232, -0.09212, 2.18431]],
  "mulliken_spin": [-0.007, 0.009, 0.001, 0.004, 0.037, -0.007, 0.000, -0.002, -0.009, 0.005, 0.008, -0.003, 0.148, -0.001, 0.568, 0.001, 0.001, -0.001, 1.169, 0.085, -0.005, -0.001]
}



(4)
{
  "formula": "C7H17NO",
  "method": "ωB97M-V/def2-TZVPD",
  "de_lowest_kcal_mol": 56.82,
  "charge": 0,
  "smiles": "CCN(C)C(C)=O.CC",
  "gap_ev": 10.345,
  "e_homo_ev": -9.44,
  "species": ["H", "H", "H", "H", "O", "C", "N", "H", "H", "C", "C", "H", "H", "H", "H", "H", "H", "H", "C", "C", "C", "H", "H", "H", "C", "H"],
  "positions_angstrom": [[2.33913, -2.56792, -0.60291], [-1.04989, 0.20322, -1.28996], [-0.54722, 2.95376, 0.85618], [0.15114, -0.87038, 2.85072], [0.36430, -2.30698, -1.70294], [-0.05974, 0.01787, -1.70099], [0.79477, -1.36186, 0.30113], [0.41512, 0.65139, 0.36890], [-2.61421, 3.16052, -1.21269], [0.77786, -0.12611, 1.04812], [-1.47406, 3.45097, 0.58383], [1.72033, 0.37782, 1.25427], [0.42874, 0.95086, -1.43213], [-1.37298, 4.42791, 0.12942], [-2.05678, 3.50538, 1.50011], [-1.84727, 1.66336, -0.69252], [-1.12034, -0.48561, 2.04515], [-3.28204, 2.27785, 0.11355], [-2.34683, 2.55143, -0.34769], [-0.16023, -0.00861, 2.24660], [2.15817, -2.02068, 0.31170], [-0.13580, -0.19040, -2.75736], [2.18549, -2.79009, 1.08460], [2.81977, -1.20797, 0.55320], [0.41557, -1.27044, -1.09074], [0.01725, 0.78651, 2.91630]],
  "mulliken_charge": [0.359, 0.115, 0.253, 0.436, -0.582, -1.273, 0.071, -0.282, 0.333, 0.232, -0.826, 0.326, 0.409, 0.314, 0.236, -0.375, 0.340, 0.316, -0.080, -1.579, -0.873, 0.360, 0.267, 0.291, 0.790, 0.422]
}



no.,strongest force on any atom (eV/A)
1,1.549
2,0.904
3,8.504
4,4.525